Entry 1:
# C3H3NS

C3H3NS in the gas phase in a non-equilibrium geometry (ωB97M-V/def2-TZVPD, the OMol25 dataset).

Structure (XYZ):
```
8
Properties=species:S:1:pos:R:3
C 0.305 -0.495 -0.081
H -2.080 0.061 2.815
N 0.597 0.511 -0.682
S 1.307 0.270 -2.186
C -1.207 -0.022 2.016
H 0.782 -1.443 -0.281
H 0.848 1.470 -2.619
C -0.551 -0.353 1.018
```

* multiplicity: 1
* energy above the lowest of the compared OMol25 structures with the same formula, charge and spin: 61.75 kcal per mole
* HOMO level: -9.0 eV
* molar mass: 85.1 g mol⁻¹
* orbital gap: 9.226 eV



Entry 2:
# C19H25FN3O5

A gas-phase ion, C19H25FN3O5 (charge +1) in a non-equilibrium geometry (ωB97M-V/def2-TZVPD, the OMol25 dataset).

Structure (XYZ):
```
53
Properties=species:S:1:pos:R:3
H -0.176 3.085 3.695
H 1.566 -2.697 -0.475
H -0.784 0.930 0.909
C 1.604 -3.039 -1.508
N 1.143 1.747 -1.489
C 3.032 -3.432 -1.900
C 1.005 -2.019 -2.492
C -3.810 0.376 2.246
H 1.004 -3.943 -1.577
C -0.104 2.621 2.720
C 0.029 0.739 0.223
H 3.161 -3.314 -2.973
C -3.239 0.363 -0.082
N 1.495 -1.941 2.257
C -3.428 -1.021 -0.100
C -3.992 -1.005 2.231
C 1.190 3.159 0.481
H 2.467 -0.611 -1.737
C 0.807 1.943 -0.262
H 2.010 -0.354 -3.386
O -3.568 1.446 -2.147
F 0.105 0.868 -3.312
C 1.610 -0.601 -2.407
H -1.040 -0.688 -1.098
C -2.824 1.067 -1.326
C 1.112 3.116 2.007
H 0.500 3.941 0.139
H 2.846 3.875 2.129
H 1.648 -0.738 0.187
H -3.907 -2.785 0.992
O 4.039 -2.664 -1.246
C -0.573 0.282 -1.137
H 1.676 2.411 -2.040
O -1.466 1.350 -1.469
H -1.023 2.844 2.180
H -0.077 -2.037 -2.385
H -4.291 -1.539 3.119
O 0.487 -0.950 1.862
H 3.207 -4.481 -1.662
C -3.425 1.071 1.106
N 2.072 3.546 2.707
H 1.845 0.506 1.403
H 3.670 -2.220 -0.481
H 1.208 -2.408 -3.483
C 1.101 -0.113 0.892
H 2.178 3.485 0.169
O 1.629 -1.958 3.398
H -3.269 -1.551 -1.030
C 0.623 0.504 -2.087
H -3.273 2.140 1.141
C -3.791 -1.715 1.050
H -0.069 1.544 2.871
H -3.957 0.909 3.174
```

* net charge: +1
* multiplicity: 1
* HOMO level: -12.6 eV
* molar mass: 394.4 g mol⁻¹
* orbital gap: 8.223 eV



Entry 3:
# C6H9O6P

C6H9O6P in the gas phase in a non-equilibrium geometry (ωB97M-V/def2-TZVPD, the OMol25 dataset).

Structure (XYZ):
```
22
Properties=species:S:1:pos:R:3
C -0.139 -0.179 -0.391
P 1.650 -2.114 0.362
H -4.141 0.642 -0.035
C 2.053 0.855 0.776
H -1.506 2.502 0.380
O -3.410 1.051 0.401
O -0.671 2.183 0.056
O -3.090 -1.991 -0.194
O 2.085 2.101 0.096
C -0.939 0.883 -0.150
C -2.324 0.301 -0.009
H 1.192 2.463 0.404
H 1.350 0.804 1.659
O 2.288 -0.184 -1.399
C -2.203 -1.031 -0.063
O -0.821 -1.325 -0.414
H 1.045 -2.689 -0.873
C 1.726 -0.356 -0.189
H 2.957 -2.460 0.015
H 3.107 0.673 1.200
H 2.374 0.722 -1.557
H -2.585 -2.851 -0.075
```

* multiplicity: 1
* energy above the lowest of the compared OMol25 structures with the same formula, charge and spin: 35.08 kcal per mole
* HOMO level: -8.1 eV
* molar mass: 208.1 g mol⁻¹
* orbital gap: 8.398 eV



Entry 4:
# C3H4N2

2 unconnected molecules or ions with the total composition C3H4N2 (ωB97M-V/def2-TZVPD, the OMol25 dataset).

Structure (XYZ):
```
9
Properties=species:S:1:pos:R:3
N 0.423 -1.472 0.228
H -2.094 2.148 -0.636
H -1.254 -0.741 0.155
H 2.266 -1.715 -0.633
N -0.775 -1.580 0.502
H 0.950 1.275 0.432
C -0.021 1.565 0.089
C 1.614 -1.374 0.158
C -1.125 1.852 -0.298
```

* multiplicity: 1
* energy above the lowest of the compared OMol25 structures with the same formula, charge and spin: 120.71 kcal per mole
* HOMO level: -9.1 eV
* molar mass: 68.1 g mol⁻¹
* orbital gap: 10.168 eV



Entry 5:
# C9H14

2 unconnected molecules or ions with the total composition C9H14 in a non-equilibrium geometry (ωB97M-V/def2-TZVPD, the OMol25 dataset).

Structure (XYZ):
```
23
Properties=species:S:1:pos:R:3
C -0.545 -2.222 -0.389
H -0.526 0.339 1.762
H 1.314 -2.769 0.514
H -2.201 -1.644 -1.635
H 2.536 -0.830 -0.514
C -0.586 -0.248 -1.727
H -1.057 0.390 -3.640
H -0.699 1.689 -2.537
C 1.468 -0.950 -0.636
H 1.056 0.432 1.390
C -1.184 -1.444 -1.337
C 0.740 -0.028 -1.367
C 0.458 1.606 3.184
H -0.349 2.303 3.428
C -1.259 0.767 -2.640
C 0.271 1.080 1.769
H 0.240 1.861 1.013
H 1.130 0.979 -1.509
H -2.331 0.835 -2.482
C 0.786 -2.015 -0.055
H 1.434 2.058 3.348
H -1.082 -2.993 0.155
H 0.385 0.804 3.907
```

* multiplicity: 1
* energy above the lowest of the compared OMol25 structures with the same formula, charge and spin: 14.56 kcal per mole
* HOMO level: -9.0 eV
* molar mass: 122.2 g mol⁻¹
* orbital gap: 10.014 eV



Entry 6:
# C25H48I2N2O4PPbS3Si4

A molecular structure, C25H48I2N2O4PPbS3Si4 in a non-equilibrium geometry (ωB97M-V/def2-TZVPD, the OMol25 dataset).

Structure (XYZ):
```
90
Properties=species:S:1:pos:R:3
Pb -1.387 7.937 19.365
C -3.035 1.456 20.529
C -4.084 11.141 18.506
C -1.897 4.873 15.775
S -4.462 8.303 16.906
H -6.775 5.096 16.696
C 2.312 5.465 20.771
H -1.600 4.234 14.943
H 0.606 4.746 17.095
C 0.549 5.496 16.292
C -7.604 5.673 17.165
H 3.294 5.164 21.229
H 0.299 4.532 20.516
H -2.843 1.923 15.386
H -9.078 8.384 17.998
C 1.742 5.887 15.717
H -2.364 1.699 23.911
H -5.344 0.529 18.694
C -1.959 11.305 20.235
H 2.772 7.946 13.181
N -2.190 10.153 19.616
H -7.477 7.149 20.724
H -2.453 13.406 20.468
Si -4.487 2.589 20.005
I -0.087 8.323 22.943
O -5.194 9.518 16.536
C -0.702 6.746 14.602
O 1.103 4.199 22.461
H -2.563 1.874 21.404
H -4.771 3.780 22.163
N -3.241 8.819 18.119
H -4.333 2.916 15.742
C -0.211 1.453 24.044
H -6.634 1.687 19.204
H 2.698 5.486 16.081
H -4.972 11.013 17.878
C -0.806 2.723 17.726
H -5.450 2.074 22.298
C -6.858 6.504 20.024
H 0.014 2.850 16.990
C -7.992 8.606 17.886
C -1.641 0.943 24.238
H 1.959 6.409 21.257
H -5.852 6.483 20.392
O -0.197 2.909 24.305
C -3.198 10.045 18.689
H 2.454 5.651 19.709
H 3.672 6.459 13.627
H -3.824 1.615 16.854
C -2.699 12.460 19.981
H -1.030 1.666 17.859
H 1.678 3.430 20.655
H -8.195 4.990 17.819
H -2.800 5.346 15.444
H -7.712 9.376 18.611
H -7.809 8.982 16.865
H -6.348 3.405 21.431
C -0.809 6.022 15.915
H -7.296 5.477 20.134
Si -2.424 3.635 17.146
Si -3.831 4.533 18.850
H 0.509 0.970 24.689
H 0.533 7.838 13.211
O -5.307 7.505 18.027
H -5.565 2.139 17.913
H -4.376 13.217 18.916
C 3.006 7.262 14.017
H -1.588 7.004 14.078
S -1.373 5.412 23.732
H -8.262 6.070 16.376
I 1.364 10.372 21.603
H 3.602 7.834 14.745
H -1.789 0.006 23.679
C -5.576 1.611 18.853
H -1.145 11.280 20.976
H 0.110 1.201 23.022
C -5.366 2.977 21.679
P -0.371 3.901 23.028
C -3.771 12.311 19.107
C 1.738 6.786 14.655
S -2.957 5.812 20.201
C 1.276 4.357 21.035
C 0.507 7.167 14.081
C -3.445 2.387 16.209
H -1.163 6.744 16.679
H -3.344 0.443 20.784
H -2.272 1.392 19.753
H -1.808 0.712 25.306
H -0.513 3.139 18.707
Si -6.965 7.093 18.229
```

* net charge: -2
* multiplicity: 2
* HOMO level (spin up / spin down): 0.2 / 0.2 eV
* <S²>: 0.753
* molar mass: 1141.2 g mol⁻¹
* orbital gap (spin up / spin down): 2.423 / 2.419 eV



Entry 7:
# C4H9NOS

2 unconnected molecules or ions with the total composition C4H9NOS in a non-equilibrium geometry (ωB97M-V/def2-TZVPD, the OMol25 dataset).

Structure (XYZ):
```
16
Properties=species:S:1:pos:R:3
H 0.050 1.846 -0.258
H 3.126 -0.418 1.440
H -1.430 -0.894 1.199
C -0.409 -0.204 -0.467
H -0.275 -0.480 -1.451
H -2.533 0.955 0.142
H -0.999 -2.207 0.014
H -1.432 1.926 -0.446
H -0.886 1.172 1.175
H 4.043 -0.523 -0.620
S -3.031 -0.396 -0.295
C -1.373 -1.047 0.173
O 0.864 -0.358 0.144
C -0.715 1.225 0.038
N 1.960 -0.169 -0.739
C 3.041 -0.426 -0.051
```

* multiplicity: 1
* energy above the lowest of the compared OMol25 structures with the same formula, charge and spin: 160.37 kcal per mole
* HOMO level: -8.9 eV
* molar mass: 119.2 g mol⁻¹
* orbital gap: 9.708 eV